{"formula": "C66H68O26", "method": "wB97M-V/def2-TZVPD", "energy_ha": -4511.7544, "homo_lumo_gap_ev": 8.3, "multiplicity": 1, "elements": ["C", "C", "C", "C", "C", "C", "O", "O", "H", "H", "H", "H", "H", "H", "C", "C", "C", "C", "C", "C", "O", "O", "H", "H", "H", "H", "H", "H", "C", "C", "C", "C", "C", "C", "O", "O", "H", "H", "H", "H", "H", "H", "C", "C", "C", "C", "C", "C", "O", "O", "H", "H", "H", "H", "H", "H", "C", "C", "C", "C", "C", "C", "O", "O", "H", "H", "H", "H", "H", "H", "C", "C", "C", "C", "C", "C", "O", "O", "H", "H", "H", "H", "H", "H", "C", "C", "C", "C", "C", "C", "O", "O", "H", "H", "H", "H", "H", "H", "C", "C", "C", "C", "C", "C", "O", "O", "H", "H", "H", "H", "H", "H", "C", "C", "C", "C", "C", "C", "O", "O", "H", "H", "H", "H", "H", "H", "C", "C", "C", "C", "C", "C", "O", "O", "H", "H", "H", "H", "H", "H", "C", "C", "O", "C", "O", "O", "H", "H", "H", "H", "C", "C", "O", "C", "O", "O", "H", "H", "H", "H"], "positions_angstrom": [[2.544449, 8.298484, -4.496467], [2.934079, 8.552214, -3.193497], [3.121029, 7.547234, -2.252927], [2.645089, 6.329604, -2.585607], [2.151579, 5.997634, -3.846167], [2.133439, 7.049074, -4.756747], [1.459249, 6.790704, -5.929907], [3.653279, 7.866934, -1.015577], [2.379549, 9.094784, -5.207177], [3.070659, 9.593904, -2.943267], [2.779119, 5.476504, -1.937017], [1.655419, 5.056414, -4.031437], [0.683529, 6.326064, -5.607467], [4.158279, 7.099674, -0.736517], [-3.087581, -8.054686, -1.053187], [-1.879621, -7.848296, -1.779167], [-0.888561, -8.783246, -1.687827], [-1.030751, -9.912506, -0.897907], [-2.232591, -10.095526, -0.157267], [-3.284571, -9.152146, -0.290467], [-4.450911, -9.553746, 0.327823], [0.254049, -8.581926, -2.336987], [-3.802641, -7.256916, -1.189777], [-1.869451, -7.051846, -2.508527], [-0.204131, -10.605386, -0.842917], [-2.339681, -11.016456, 0.396653], [-5.037301, -8.794136, 0.354973], [0.985489, -9.062986, -1.943077], [9.151269, -3.832896, -0.605797], [8.560719, -2.659186, -1.003497], [9.395649, -1.555656, -1.371107], [10.792529, -1.742516, -1.573797], [11.385559, -3.010346, -1.204497], [10.542469, -4.037976, -0.752287], [11.099539, -5.251306, -0.439397], [8.766509, -0.349096, -1.826757], [8.589869, -4.698556, -0.286657], [7.492569, -2.581256, -0.864237], [11.304249, -0.962696, -2.118237], [12.439369, -3.141076, -1.401477], [12.035659, -5.355616, -0.624867], [9.390879, 0.067454, -2.425297], [-5.025741, 2.875004, -10.223217], [-6.046561, 2.782714, -11.121277], [-7.288631, 2.223424, -10.733667], [-7.624871, 2.010934, -9.466267], [-6.560031, 2.065524, -8.572637], [-5.329891, 2.486374, -8.916507], [-4.411001, 2.680644, -7.955717], [-8.257321, 2.104184, -11.696467], [-4.085281, 3.338074, -10.483037], [-5.834521, 2.935574, -12.169167], [-8.614801, 1.585664, -9.391457], [-6.627611, 1.810684, -7.525307], [-4.452501, 2.006944, -7.273087], [-9.045891, 1.804634, -11.238167], [-7.018381, 8.319994, -3.289017], [-7.456801, 7.501674, -2.204437], [-6.403201, 7.020274, -1.392937], [-5.073731, 7.125484, -1.628167], [-4.676711, 7.949644, -2.754077], [-5.645331, 8.601444, -3.519557], [-5.448381, 9.414084, -4.604107], [-6.728791, 6.324744, -0.248347], [-7.739121, 8.911244, -3.834317], [-8.520301, 7.333224, -2.120897], [-4.446621, 6.590334, -0.930487], [-3.636361, 8.130924, -2.980397], [-6.208131, 9.799244, -5.046877], [-5.932421, 6.340714, 0.287503], [-0.238931, 8.229494, 6.433173], [0.962039, 8.645934, 6.950683], [1.965809, 7.776584, 7.293573], [1.761869, 6.434604, 6.999383], [0.567069, 5.944274, 6.424753], [-0.436511, 6.924914, 6.144433], [-1.695461, 6.472284, 5.901763], [3.191569, 8.165184, 7.864083], [-0.982771, 8.940394, 6.104963], [1.111109, 9.700404, 7.130333], [2.628789, 5.790544, 6.992733], [0.511099, 4.921084, 6.083673], [-2.178131, 6.373594, 6.725713], [3.169629, 9.083444, 8.143213], [-3.264201, -0.683716, 0.363423], [-3.571031, -0.703916, 1.752763], [-2.467261, -0.858296, 2.630883], [-1.258031, -1.155276, 2.122833], [-1.001901, -1.283696, 0.727353], [-2.019291, -0.931826, -0.113057], [-1.915081, -0.973756, -1.462567], [-2.620171, -0.878106, 3.996873], [-4.091041, -0.539496, -0.316257], [-4.561721, -0.484596, 2.122643], [-0.530901, -1.456336, 2.862463], [0.002179, -1.511446, 0.401243], [-1.141881, -1.469596, -1.741667], [-2.084581, -1.567336, 4.396513], [2.534919, -1.596056, -10.328757], [2.590919, -1.777446, -8.957847], [2.354209, -3.010796, -8.368367], [2.225429, -4.150046, -9.177207], [2.053589, -3.915176, -10.578557], [2.240659, -2.680876, -11.127677], [2.051869, -2.478156, -12.430827], [2.527249, -3.149906, -7.030547], [2.491119, -0.597126, -10.736957], [2.697629, -0.903096, -8.332927], [2.328649, -5.143486, -8.766327], [1.873109, -4.812686, -11.151537], [2.599309, -1.765676, -12.768877], [2.888509, -4.029836, -6.900897], [8.041469, 1.734724, 6.333873], [8.204859, 2.534054, 5.206663], [7.302549, 2.348614, 4.138903], [6.266909, 1.494284, 4.186993], [6.166979, 0.675214, 5.270423], [7.083219, 0.729714, 6.318783], [7.098419, -0.165366, 7.334933], [7.600919, 3.106584, 3.031033], [8.652809, 1.836294, 7.218363], [9.009499, 3.248214, 5.112353], [5.531909, 1.395314, 3.401883], [5.493409, -0.168746, 5.249853], [7.511739, 0.038674, 8.177033], [7.378789, 2.494714, 2.325423], [1.731419, -7.102566, 5.826423], [2.988529, -7.616726, 5.457303], [4.136629, -7.364126, 6.206913], [4.007479, -6.809696, 7.493433], [2.779789, -6.269886, 7.861933], [1.619589, -6.443846, 7.014723], [0.493509, -5.763516, 7.307623], [5.400539, -7.799566, 5.877863], [0.912789, -7.260586, 5.139923], [3.082549, -8.153236, 4.524713], [4.875269, -6.525036, 8.069893], [2.607579, -5.694156, 8.759303], [-0.269351, -6.135126, 6.858683], [5.644729, -7.393356, 5.043023], [-1.821451, 1.796914, 11.827983], [-1.386011, 3.059484, 12.603063], [-0.176601, 2.687354, 13.148383], [0.145519, 1.334484, 12.800003], [1.165909, 0.684994, 13.087573], [-0.904411, 0.807114, 12.108753], [-1.862881, 2.059604, 10.770923], [-2.776961, 1.510994, 12.267703], [-2.036691, 3.504514, 13.355823], [-1.177831, 3.771794, 11.804703], [-11.591651, -8.332546, -1.258187], [-12.486751, -7.390106, -2.049067], [-11.754091, -6.246116, -2.165427], [-10.945371, -6.100046, -1.138437], [-10.409891, -5.039816, -0.836087], [-10.825621, -7.357336, -0.500997], [-10.912931, -8.846916, -1.938537], [-11.995491, -9.106536, -0.605537], [-13.451381, -7.212546, -1.573597], [-12.727831, -7.723296, -3.058507]], "atomic_forces_ev_per_a": [[0.1, 1.2, 1.3], [0.7, 1.2, -0.1], [-0.1, 1.9, -0.1], [0.2, -3.1, -0.3], [0.4, 1.9, 0.8], [-1.5, -2.8, -1.1], [-0.1, 0.2, -0.5], [-0.2, -0.2, -0.5], [0.1, 0.0, 0.0], [0.5, 0.0, 0.3], [-0.2, 0.1, 0.6], [0.3, -0.1, -0.2], [-0.2, -0.2, -0.6], [0.0, -0.1, 0.3], [1.0, 1.6, -1.5], [-1.8, -0.4, 0.5], [-0.2, -0.3, 0.8], [-2.0, 0.1, 1.4], [1.3, 0.5, -1.6], [0.9, -2.7, 1.0], [0.2, 0.8, -0.1], [1.6, 0.7, -1.4], [-0.5, -0.2, 0.2], [0.4, 0.2, 0.2], [-0.1, -0.3, 0.1], [-0.3, 0.1, 0.2], [-0.3, 0.0, 0.1], [-0.1, -0.2, 0.0], [1.5, -1.0, -0.5], [1.1, 1.4, 0.8], [-0.1, -0.2, -1.6], [-1.7, -1.7, 1.0], [-1.9, 1.7, -0.8], [1.4, 1.0, -0.2], [-1.1, -0.6, 0.4], [0.6, -1.7, 0.9], [-0.3, 0.1, 0.1], [0.0, 0.4, -0.3], [0.5, 0.0, 0.3], [0.1, -0.3, 0.2], [0.0, 0.6, -0.2], [0.0, 0.2, 0.0], [-0.4, 0.4, 0.5], [-0.4, -1.2, -0.7], [0.4, 2.0, -2.9], [0.7, -1.3, 1.0], [-1.4, -0.6, 1.5], [0.6, 0.7, -0.8], [1.6, 0.2, 0.7], [0.2, -0.1, -0.5], [0.2, -0.2, 0.1], [-0.3, 0.3, -0.1], [-0.1, 0.0, 1.2], [-0.6, 0.0, 0.2], [-0.2, 0.0, 0.0], [-0.3, 0.0, -0.3], [0.2, -0.8, 2.3], [2.2, 1.5, -1.9], [-2.1, -1.1, 0.9], [0.4, 2.2, -2.8], [-0.1, -0.1, 0.6], [-2.7, -0.9, -0.1], [2.5, 0.2, 0.0], [-0.6, 0.0, 0.1], [-0.2, -0.3, -0.3], [0.2, -0.2, 0.7], [0.7, 0.3, -0.4], [0.1, -0.1, 0.0], [-0.4, -0.5, 0.6], [-0.1, -0.2, 0.3], [0.2, 0.9, -0.8], [0.6, 1.4, 0.7], [0.6, -0.1, 0.4], [0.0, -1.0, -1.2], [0.9, 2.6, 0.0], [0.7, -2.9, 1.9], [-1.3, -0.4, -1.3], [-1.1, -0.8, -0.6], [-0.2, 0.1, 0.4], [0.0, 0.2, 0.0], [0.0, -0.3, 0.6], [-0.3, 0.0, 0.2], [0.1, 0.1, 0.0], [-0.2, 0.1, -0.1], [-2.5, 0.3, 2.5], [1.8, 0.8, -0.8], [-2.1, -0.5, -0.1], [1.8, -1.1, -1.6], [0.2, 0.8, 2.3], [0.7, -1.0, -0.7], [0.1, 0.2, -1.0], [-0.9, 0.4, 0.2], [0.1, 0.1, -0.2], [0.0, -0.2, 0.0], [0.6, 0.2, -0.2], [0.0, -0.1, -0.2], [0.1, 0.1, 0.1], [0.1, 0.0, -0.1], [-0.6, -0.1, 1.2], [-0.7, 0.7, 0.0], [1.3, -1.2, -1.1], [-0.4, 2.2, -1.4], [0.6, -2.1, 1.9], [0.0, 0.7, 0.7], [-0.3, -0.5, -2.1], [0.0, 0.2, 0.8], [0.4, 0.1, -0.1], [0.2, 0.0, 0.2], [-0.4, -0.1, 0.0], [0.0, 0.2, -0.5], [0.0, 0.1, 0.2], [-0.1, -0.1, 0.4], [0.1, 0.5, -0.8], [-1.0, -0.8, 0.3], [2.6, 2.2, 0.6], [-0.9, -0.5, -0.3], [0.3, -2.0, 1.6], [0.5, 1.2, 0.4], [-1.4, -1.7, -0.1], [-0.4, -0.4, -0.5], [0.3, 0.1, -0.1], [-0.1, 0.1, 0.0], [0.1, 0.1, -0.3], [-0.4, 0.1, 0.2], [0.2, 0.8, -0.5], [0.1, 0.5, -0.7], [1.4, -1.1, -0.5], [0.5, 0.4, -0.1], [-0.7, -0.6, 1.3], [-1.0, 1.5, -0.7], [-1.6, -0.7, -1.1], [1.8, 0.7, 0.5], [-0.7, 0.5, 1.1], [0.0, 0.0, -0.4], [-0.3, 0.1, 0.1], [0.1, 0.0, -0.1], [0.2, -0.4, 0.1], [0.3, 0.0, 0.2], [0.0, -0.1, -0.1], [0.1, -0.1, -0.2], [-2.2, 1.3, 0.8], [0.1, 0.3, -1.8], [2.7, -2.8, 0.6], [2.2, -1.1, 1.1], [-3.9, 3.1, -0.9], [1.8, -0.1, 0.5], [-0.2, -0.6, 0.0], [-0.3, -0.4, -0.7], [-0.1, -0.4, -0.1], [-0.1, 0.7, 0.4], [1.0, 0.6, -0.3], [-1.9, -2.3, -0.5], [0.2, 1.9, -0.8], [1.8, 1.2, 1.8], [-1.1, -3.3, -0.4], [0.0, 1.4, -0.2], [0.2, 0.0, 0.0], [-0.4, 0.6, 0.1], [0.0, 0.2, 0.4], [0.2, -0.3, 0.1]], "mulliken_charge": [-0.641, -0.231, 0.213, -0.251, -0.771, 0.739, -0.553, -0.538, 0.380, 0.380, 0.276, 0.354, 0.325, 0.319, -0.387, -0.612, 0.662, -0.565, -0.500, 0.473, -0.519, -0.533, 0.300, 0.400, 0.299, 0.394, 0.288, 0.300, -0.483, -0.455, 0.540, -0.602, -0.484, 0.693, -0.532, -0.526, 0.372, 0.364, 0.255, 0.267, 0.298, 0.293, -0.480, -0.553, 0.687, -0.586, -0.373, 0.582, -0.532, -0.519, 0.391, 0.347, 0.242, 0.225, 0.305, 0.265, -0.167, -0.899, 1.067, -0.632, -0.572, 0.391, -0.537, -0.535, 0.211, 0.378, 0.303, 0.408, 0.304, 0.279, -0.604, -0.261, 0.374, -0.253, -0.671, 0.437, -0.569, -0.518, 0.383, 0.264, 0.382, 0.416, 0.331, 0.291, -0.377, -0.553, 0.509, -0.423, -0.729, 0.660, -0.532, -0.562, 0.386, 0.390, 0.317, 0.316, 0.301, 0.298, -0.396, -0.486, 0.561, -0.530, -0.474, 0.446, -0.536, -0.535, 0.325, 0.351, 0.292, 0.361, 0.320, 0.303, -0.333, -0.682, 0.752, -0.669, -0.409, 0.431, -0.540, -0.549, 0.279, 0.394, 0.360, 0.364, 0.314, 0.289, -0.415, -0.487, 0.117, -0.372, -0.485, 0.640, -0.522, -0.527, 0.292, 0.378, 0.360, 0.380, 0.302, 0.340, -0.284, -0.239, -0.327, 0.649, -0.529, -0.297, 0.277, 0.262, 0.282, 0.205, -0.236, -0.310, -0.301, 0.679, -0.540, -0.335, 0.228, 0.294, 0.258, 0.263]}